Entry 1:
112
Properties=species:S:1:pos:R:3:lowdin_charge:R:1 method="wB97M-V/def2-TZVPD" gap_ev=2.9 total_charge=-1 e_lumo_ev=-1.59
C 7.4367 0.4653 0.6005 -0.10
C 7.4163 1.8297 -0.1208 -0.23
C 5.9939 2.3400 -0.4313 -0.22
C 5.6393 2.1332 -1.9033 -0.20
C 5.3981 0.6324 -2.2301 -0.20
C 3.9481 0.3255 -2.6288 -0.21
C 3.5680 -1.1322 -2.2523 -0.23
C 2.1147 -1.2551 -1.7492 -0.22
C 1.9465 -1.3088 -0.2427 -0.63
Br 3.3237 -0.2136 0.6745 0.91
C 2.0571 -2.7484 0.4373 -0.72
Cl 3.6406 -2.8134 1.2826 0.63
P 2.2582 -4.2609 -0.6312 0.74
N 3.7025 -4.2883 -1.2819 -0.33
C 1.0813 -2.7210 1.6189 -0.57
O 0.9958 -3.5680 2.4776 0.02
N 0.3519 -1.5211 1.5249 0.14
C 0.4670 -0.9542 0.1648 -0.39
C 0.3146 0.5672 -0.0562 -0.11
C -0.1725 1.3837 1.1380 -0.42
O 0.0948 1.1522 2.2833 0.15
N -0.9951 2.5411 0.8138 -0.16
C -2.3421 2.1057 0.4953 -0.11
C -0.4123 3.2881 -0.3031 -0.09
P -0.8604 -1.7861 -0.8452 0.41
O -0.8414 -1.3368 -2.2339 -0.26
O -2.2675 -1.4985 -0.1486 -0.16
O -0.7055 -3.3447 -0.7017 -0.33
H 7.7240 -0.3327 -0.0776 0.06
H 8.1484 0.4645 1.4183 0.07
H 6.4701 0.2273 1.0294 0.05
H 8.0041 1.7518 -1.0274 0.10
H 7.8696 2.5460 0.5554 0.10
H 5.8925 3.3948 -0.1903 0.10
H 5.3039 1.8026 0.2108 0.05
H 6.5135 2.4243 -2.4792 0.10
H 4.7743 2.7104 -2.2136 0.10
H 6.0656 0.3137 -3.0231 0.11
H 5.5849 0.0781 -1.3187 0.06
H 3.8226 0.4124 -3.7034 0.11
H 3.2594 0.9990 -2.1273 0.09
H 3.6040 -1.6965 -3.1821 0.10
H 4.2907 -1.5856 -1.5890 0.07
H 1.6877 -2.1436 -2.2023 0.09
H 1.5657 -0.4254 -2.1764 0.11
H 1.2751 -4.2952 -1.6232 0.02
H 2.1552 -5.3566 0.2403 0.02
H 3.6081 -4.3001 -2.2891 -0.04
H -0.5711 -1.8172 1.8551 0.10
H -0.4232 0.6989 -0.8450 0.09
H 1.2137 1.0377 -0.4296 0.08
H -2.9395 2.9812 0.2487 0.02
H -2.8267 1.6608 1.3583 0.06
H -2.4122 1.4462 -0.3819 0.09
H -0.6938 4.3324 -0.2666 0.08
H -0.7009 2.8268 -1.2528 0.08
H 0.6716 3.2392 -0.2751 0.09
H -2.1301 -0.8998 0.5966 0.03
H -1.3740 -3.6868 0.1043 -0.08
Be -1.3849 -4.4142 1.7045 0.61
C -4.0999 5.0630 -2.5671 -1.02
Cl -4.5826 3.7161 -1.5111 0.54
Cl -2.4282 4.9308 -3.1023 0.56
H -4.7480 5.0359 -3.4319 -0.01
H -4.2255 5.9938 -2.0308 0.03
O -1.4627 -3.7811 4.2456 -0.52
H -0.5343 -4.0374 4.1986 -0.16
C 4.4884 -2.5798 4.9020 -0.07
C 5.6624 -1.8944 5.6424 -0.82
O 6.5187 -2.6740 6.1339 -0.13
O 5.6339 -0.6513 5.6508 -0.09
H 4.5905 -3.6710 4.9271 0.04
H 3.5325 -2.3132 5.3519 0.07
H 4.4915 -2.2510 3.8628 0.01
C -4.3578 -1.6279 3.6312 -1.48
Cl -5.8436 -2.5365 3.9281 0.55
Cl -3.3596 -2.4336 2.4366 0.57
Cl -4.7347 0.0258 3.0989 0.51
H -3.8060 -1.5693 4.5619 0.03
N 6.0436 -4.8930 2.0007 0.32
H 6.8526 -4.3453 2.3014 0.16
H 5.6246 -5.3469 2.8155 0.16
H 5.3480 -4.2664 1.5773 0.03
H 6.3282 -5.5914 1.3161 0.15
C -7.8153 7.4930 -3.6812 -0.16
C -6.5120 8.2297 -3.9318 -0.27
O -5.4492 7.3143 -4.1824 -0.07
H -7.7256 6.8108 -2.8218 0.08
H -8.6274 8.1971 -3.4878 0.10
H -8.0758 6.8897 -4.5411 -0.10
H -6.2360 8.8240 -3.0661 0.13
H -6.6090 8.9018 -4.7883 0.10
H -5.6696 6.8025 -4.9653 0.08
O -4.1332 12.4151 -6.3291 -0.12
P -4.7463 11.1142 -5.8337 -0.14
O -4.6789 10.9573 -4.3187 -0.27
O -3.9718 9.9622 -6.4636 -0.24
O -6.2137 11.0788 -6.2529 -0.17
K -8.8771 5.2896 -4.7347 1.04
C -5.8367 -6.9088 3.0450 -0.17
C -4.8718 -5.8086 3.4780 -0.20
C -3.5261 -6.4254 3.1522 -0.21
O -3.7399 -7.2890 2.0178 -0.16
C -5.1399 -7.4601 1.8070 -0.22
H -6.8473 -6.5546 2.8404 0.11
H -5.8956 -7.6794 3.8182 0.11
H -5.0323 -4.9172 2.8740 0.05
H -4.9590 -5.5297 4.5254 0.11
H -3.1532 -7.0339 3.9804 0.12
H -2.7726 -5.6735 2.9148 0.00
H -5.4236 -6.8958 0.9102 0.11
H -5.3550 -8.5168 1.6336 0.11


Entry 2:
26
Properties=species:S:1:pos:R:3:lowdin_charge:R:1 method="wB97M-V/def2-TZVPD" relative_energy_kcal_mol=152.7 gap_ev=6.9 total_charge=-1 e_lumo_ev=2.94
Sn -11.0329 23.1688 2.8720 1.25
B -13.3156 24.0486 2.3278 -0.50
H -12.4260 24.6035 2.0728 -0.09
H -13.5513 23.3106 1.5768 -0.06
H -13.1240 23.5426 3.2613 -0.11
H -14.2124 24.6422 2.4150 -0.03
B -12.4028 22.0472 4.4385 -0.50
H -12.6070 23.0905 4.2542 -0.09
H -12.0804 21.5713 3.5253 -0.10
H -11.5867 21.9524 5.1379 -0.04
H -13.2653 21.5235 4.8208 0.02
B -12.3711 21.5855 1.3071 -0.46
H -13.3861 21.7137 0.9643 0.00
H -11.8429 20.7668 0.8434 -0.04
H -11.8284 22.5045 1.1486 -0.04
H -12.4028 21.3924 2.3683 -0.06
C -9.4607 20.8942 0.6091 -0.02
C -10.0132 20.5837 1.9415 -0.46
O -10.0422 21.4742 2.7963 -0.23
C -10.6279 19.2248 2.2351 0.01
H -10.2725 20.9294 -0.1174 0.09
H -8.7286 20.1394 0.3220 0.09
H -9.0189 21.8897 0.5665 0.09
H -11.4157 18.9478 1.5346 0.09
H -11.0427 19.2122 3.2430 0.11
H -9.8104 18.5154 2.1056 0.08


Entry 3:
57
Properties=species:S:1:pos:R:3:lowdin_charge:R:1 method="wB97M-V/def2-TZVPD" gap_ev=9.3 e_lumo_ev=0.66
C -1.6731 -2.2165 -1.8036 -0.02
C -1.7004 -1.9543 -0.3301 -0.22
C -1.8778 -2.9990 0.5671 -0.04
C -1.9416 -2.7739 1.9300 -0.08
C -1.8354 -1.4852 2.4245 -0.07
C -1.6491 -0.4309 1.5507 -0.02
C -1.5752 -0.6633 0.1829 -0.23
N -1.3548 0.4369 -0.6911 0.06
C -2.2768 1.4071 -0.9094 -0.38
O -2.0170 2.4206 -1.5361 0.09
C -3.6472 1.1450 -0.3747 -0.18
N -4.0989 -0.1028 -0.3801 0.14
C -5.3150 -0.3289 0.0774 -0.12
C -6.1448 0.6691 0.5682 -0.06
C -5.6777 1.9743 0.5598 -0.06
C -4.4063 2.2227 0.0721 0.01
H -3.9900 3.2167 0.0311 0.12
H -6.2944 2.7832 0.9243 0.11
H -7.1296 0.4310 0.9395 0.10
H -5.6350 -1.3623 0.0471 0.11
C -0.0098 0.7567 -1.1385 -0.13
C 0.9569 -0.3958 -1.1331 -0.18
C 1.5354 -0.8435 -2.3164 -0.02
C 2.4878 -1.8483 -2.2539 -0.15
N 2.8817 -2.4095 -1.1245 0.07
C 2.3359 -1.9817 0.0003 -0.13
C 1.3819 -0.9787 0.0570 0.00
H 0.9865 -0.6524 1.0048 0.12
H 2.6879 -2.4615 0.9031 0.11
H 2.9603 -2.2230 -3.1525 0.10
H 1.2456 -0.4209 -3.2674 0.12
H -0.1006 1.1842 -2.1452 0.16
C 0.6268 1.8127 -0.2042 -0.44
O 0.2113 2.0485 0.9052 0.10
N 1.7234 2.3837 -0.7481 0.10
H 2.0384 2.0416 -1.6436 0.14
C 2.7513 2.9812 0.0908 -0.12
C 3.6871 1.8819 0.5279 -0.22
C 4.6739 1.4206 -0.3345 -0.05
C 5.4507 0.3286 0.0080 -0.08
C 5.2454 -0.3156 1.2160 -0.10
C 4.2648 0.1391 2.0808 -0.09
C 3.4854 1.2294 1.7367 -0.04
H 2.7088 1.5755 2.4023 0.11
H 4.1017 -0.3606 3.0243 0.10
H 5.8478 -1.1716 1.4801 0.10
H 6.2132 -0.0239 -0.6704 0.10
H 4.8352 1.9214 -1.2795 0.11
H 3.2701 3.7518 -0.4832 0.12
H 2.2479 3.4329 0.9467 0.12
H -1.5437 0.5814 1.9119 0.12
H -1.8939 -1.3014 3.4870 0.10
H -2.0824 -3.6039 2.6067 0.10
H -1.9762 -4.0050 0.1849 0.11
H -0.6733 -2.5136 -2.1223 0.08
H -1.9646 -1.3263 -2.3547 0.08
H -2.3583 -3.0233 -2.0523 0.08


Entry 4:
7
Properties=species:S:1:pos:R:3:lowdin_charge:R:1 method="wB97M-V/def2-TZVPD" relative_energy_kcal_mol=41.2 gap_ev=3.9 total_charge=+3 e_lumo_ev=-23.58
Tl -0.1115 0.3482 -0.1650 1.84
O -0.6407 1.0905 2.6778 0.27
H -0.0182 1.5712 3.2234 0.16
H -1.1099 0.5246 3.2907 0.16
O 0.5824 -1.0746 -2.6349 0.25
H 1.3773 -1.0264 -3.1660 0.16
H -0.0795 -1.4335 -3.2259 0.16


Entry 5:
11
Properties=species:S:1:pos:R:3:lowdin_charge:R:1 method="wB97M-V/def2-TZVPD" relative_energy_kcal_mol=48.9 gap_ev=11.4 e_lumo_ev=0.66
O -0.3648 0.9334 2.3772 0.19
C -0.4295 0.6307 1.2351 -0.48
N -0.1644 1.3057 0.0216 0.06
C 0.6688 0.2993 -0.6798 -0.15
C -0.0565 -1.0338 -0.3044 -0.16
O -1.0109 -0.6251 0.6965 -0.07
H -1.0898 0.9019 -0.2706 0.14
H 0.6618 0.5346 -1.7458 0.11
H 1.7051 0.3180 -0.3271 0.12
H 0.6007 -1.7568 0.1788 0.12
H -0.5205 -1.5080 -1.1815 0.12


Entry 6:
60
Properties=species:S:1:pos:R:3:lowdin_charge:R:1 method="wB97M-V/def2-TZVPD" relative_energy_kcal_mol=0.0 gap_ev=6.8 e_lumo_ev=-0.90
C 0.2452 3.6147 0.3621 -0.18
C -1.0557 3.0684 0.1863 -0.19
C -1.5119 2.5905 1.4479 -0.21
H -1.5716 3.0183 -0.7603 0.08
C -0.4957 2.8648 2.4171 -0.20
C 0.5747 3.5135 1.7432 -0.20
H 1.4659 3.9397 2.2271 0.11
H 0.8251 4.0643 -0.4238 0.09
H -2.4557 2.1060 1.6466 0.09
H -0.5466 2.6500 3.4722 0.09
Tl 0.7420 0.9989 0.9326 0.70
Cl 1.4017 -0.1261 3.0649 0.02
P -0.8897 -0.7030 0.1039 1.02
C -2.3021 -0.9439 1.1698 -0.36
C -3.5422 -1.2704 0.5908 -0.09
H -3.6337 -1.2953 -0.4998 0.11
C -4.6194 -1.5987 1.4080 -0.07
H -5.5716 -1.8753 0.9420 0.11
C -4.4461 -1.5781 2.8020 -0.07
H -5.2966 -1.8402 3.4368 0.11
C -3.2186 -1.2368 3.3950 -0.06
H -3.1039 -1.2368 4.4884 0.12
C -2.1470 -0.9050 2.5747 -0.08
H -1.1637 -0.6434 2.9913 0.05
C -1.4405 -0.3792 -1.5777 -0.33
C -2.3740 0.6506 -1.8441 -0.10
H -2.8004 1.2279 -1.0186 0.11
C -2.7631 0.9061 -3.1569 -0.06
H -3.5046 1.6879 -3.3592 0.11
C -2.2040 0.1459 -4.1985 -0.07
H -2.5241 0.3294 -5.2255 0.11
C -1.2413 -0.8440 -3.9496 -0.06
H -0.8119 -1.4456 -4.7587 0.11
C -0.8364 -1.0825 -2.6417 -0.06
H -0.0885 -1.8468 -2.4165 0.11
C 0.0716 -2.2209 0.0978 -0.36
C -0.6533 -3.4162 0.2113 -0.07
H -1.7354 -3.3619 0.3462 0.11
C 0.0123 -4.6315 0.1128 -0.06
H -0.5750 -5.5522 0.1677 0.11
C 1.4073 -4.6389 -0.0566 -0.06
H 1.9239 -5.6001 -0.1353 0.11
C 2.1527 -3.4505 -0.1361 -0.05
H 3.2423 -3.4672 -0.2693 0.12
C 1.4734 -2.2384 -0.0599 -0.09
H 2.0226 -1.2982 -0.1250 0.07
C 3.8413 1.2512 1.0049 -0.04
C 3.3886 1.5658 -0.4165 -0.46
O 2.0834 1.2848 -0.7560 -0.22
C 3.6694 3.1061 -0.6953 -0.48
F 4.9939 3.4385 -0.7054 0.13
F 3.1152 3.5136 -1.8635 0.14
F 3.0980 3.8554 0.3015 0.11
C 4.2180 0.6913 -1.4423 -0.49
F 5.5709 0.8372 -1.3791 0.14
F 3.9498 -0.6293 -1.1940 0.11
F 3.8064 0.9437 -2.7103 0.15
H 3.2636 1.8167 1.7584 0.06
H 4.9130 1.4836 1.1158 0.11
H 3.6520 0.1915 1.2565 0.07


Entry 7:
15
Properties=species:S:1:pos:R:3:lowdin_charge:R:1 method="wB97M-V/def2-TZVPD" relative_energy_kcal_mol=8.4 gap_ev=10.0 e_lumo_ev=0.70
C -0.1977 0.7432 3.1664 -0.18
C -0.4176 0.0842 1.8198 -0.62
S -0.6142 1.2427 0.4141 0.68
H -1.0017 1.4557 3.3580 0.07
H 0.7166 1.3452 3.1331 0.07
H -0.1739 0.0157 3.9746 0.07
H 0.4154 -0.5725 1.5678 0.06
H -1.3031 -0.5415 1.8082 0.06
H 0.2889 2.0990 0.9193 -0.15
C 0.3454 -1.0325 -2.3178 -0.46
N 1.5129 -0.4972 -1.8666 0.10
O -0.0492 -2.1482 -2.0884 0.01
H -0.2077 -0.3366 -2.9767 0.13
H 1.5228 0.4908 -1.6538 0.07
H 2.1619 -1.0599 -1.3402 0.10


Entry 8:
21
Properties=species:S:1:pos:R:3:lowdin_charge:R:1 method="wB97M-V/def2-TZVPD" relative_energy_kcal_mol=80.9 gap_ev=10.0 e_lumo_ev=1.03
C 0.4924 1.9644 -0.2313 -0.02
C 0.2133 0.6783 0.6137 -0.28
C 1.5196 -0.0209 0.9700 -0.18
C -0.6980 -0.1547 -0.2365 -0.36
C -1.3160 -1.3625 0.4087 -0.07
C -2.5910 -0.6540 -0.1166 -0.22
H -0.4054 2.0842 -0.8112 0.07
H 0.6274 2.8271 0.3803 0.07
H 1.4535 1.8610 -0.7313 0.07
H -0.3253 0.8670 1.5637 0.15
H 1.7010 0.0352 2.0461 0.10
H 2.0215 -0.2192 -1.6231 0.08
H 3.3587 -1.2624 -1.2221 0.07
H -0.3195 -0.2558 -1.2487 0.14
H -1.0586 -2.4300 0.0378 0.14
H -1.1654 -1.3607 1.5290 0.13
H -2.9798 -1.0176 -1.0879 0.12
H -3.4692 -0.5484 0.6182 0.14
N 2.4822 -0.6621 0.4490 -0.02
N 2.4238 -0.9312 -0.9656 -0.02
O -1.9650 0.5621 -0.3422 -0.10